ORCA calculation (ωB97M-V/def2-TZVPD) on a molecular structure, C32H50IrN11O2S3 at a distorted geometry.

As for the frontier orbital gap (alpha / beta): 6.6 / 8.0 eV. The value obtained for the energy above the lowest of the compared OMol25 structures with the same formula, charge and spin is 211.9 kJ/mol. Its expectation value of S² is 0.76. The spin multiplicity is 2. The charge is +1.

Geometry (Å):
Ir -0.442 0.172 0.646
N 0.960 -0.562 2.347
C 2.161 -1.341 1.993
C 2.831 -2.002 3.226
C 4.295 -1.616 3.511
C 5.293 -2.456 2.721
N 4.962 -2.490 1.304
C 5.467 -1.730 0.363
N 6.361 -0.758 0.616
N 5.078 -1.943 -0.901
C 1.752 -2.354 0.902
O 2.580 -3.246 0.562
O 0.636 -2.156 0.401
H 1.192 0.200 2.974
H 0.310 -1.185 2.819
H 2.850 -0.637 1.513
H 2.766 -3.088 3.129
H 2.240 -1.725 4.099
H 4.498 -1.786 4.570
H 4.454 -0.550 3.322
H 5.249 -3.485 3.078
H 6.319 -2.114 2.866
H 4.046 -2.961 1.055
H 6.699 -0.615 1.550
H 6.867 -0.324 -0.135
H 4.322 -2.595 -1.058
H 5.308 -1.304 -1.640
S -1.830 -1.454 4.540
C -1.834 -0.958 3.019
N -1.821 -0.608 1.887
C -0.756 4.215 0.984
C -0.798 3.107 2.055
C -0.052 3.671 3.280
C -0.048 1.860 1.585
C -2.245 2.798 2.462
C -2.497 1.968 3.553
C -3.789 1.713 3.984
C -4.873 2.279 3.320
C -4.641 3.090 2.221
C -3.339 3.349 1.802
H 0.278 4.546 0.843
H -1.335 5.082 1.312
H -1.139 3.874 0.028
H 0.971 3.939 3.004
H -0.009 2.947 4.094
H -0.559 4.567 3.645
H 1.000 1.846 1.908
H -1.671 1.514 4.088
H -3.950 1.077 4.845
H -5.883 2.089 3.661
H -5.474 3.539 1.690
H -3.195 4.006 0.952
S 1.600 2.729 -2.548
C 1.167 2.141 -1.006
N 1.210 0.857 -0.826
C 1.668 0.225 -2.007
C 1.918 -1.139 -2.191
C 2.372 -1.575 -3.420
C 2.593 -0.680 -4.476
C 2.369 0.668 -4.305
C 1.914 1.107 -3.060
H 0.830 2.814 -0.231
H 1.753 -1.837 -1.380
H 2.546 -2.634 -3.575
H 2.948 -1.046 -5.431
H 2.539 1.371 -5.111
C -1.115 -4.143 -1.844
C -2.230 -3.145 -2.171
C -3.593 -3.773 -1.910
C -2.130 -2.694 -3.623
N -2.176 -1.951 -1.295
N -1.011 -1.139 -1.454
H -1.272 -5.081 -2.384
H -1.092 -4.361 -0.774
H -0.130 -3.759 -2.127
H -3.749 -4.638 -2.557
H -4.383 -3.044 -2.098
H -3.673 -4.105 -0.870
H -2.309 -3.541 -4.289
H -1.137 -2.300 -3.858
H -2.878 -1.924 -3.835
H -2.184 -2.249 -0.325
H -1.079 -0.642 -2.332
H -0.181 -1.719 -1.457
C -1.963 2.932 -4.451
C -2.370 3.580 -3.120
C -2.540 2.555 -2.040
N -1.573 2.045 -1.372
N -1.977 1.126 -0.430
C -3.288 0.942 -0.404
N -3.963 0.090 0.367
S -4.092 1.926 -1.574
H -1.858 3.694 -5.224
H -2.717 2.215 -4.781
H -1.012 2.409 -4.342
H -3.305 4.126 -3.246
H -1.601 4.283 -2.799
H -3.449 -0.327 1.138
H -4.958 0.200 0.454


ORCA calculation (ωB97M-V/def2-TZVPD) on a molecular structure, C32H50N4O2Si2TeTi at a distorted geometry.

As for the frontier orbital gap (alpha / beta): 3.8 / 6.0 eV. Its expectation value of S² is 2.07. The spin multiplicity is 3. The charge is +2.

Geometry (Å):
Ti 0.927 -0.556 1.281
C -5.279 -3.223 -0.228
C -4.097 -2.415 0.195
C -4.190 -1.058 0.428
C -3.105 -0.286 0.913
C -3.294 1.096 1.072
N -2.450 1.918 1.687
C -2.481 3.352 1.562
C -1.608 3.837 0.384
C -0.297 3.041 0.365
N 0.806 3.787 -0.174
C 1.942 3.984 0.491
C 2.300 3.358 1.714
C 2.926 4.194 2.666
C 3.129 3.803 3.978
C 3.721 4.724 4.993
C 2.773 2.511 4.333
C 2.285 1.587 3.390
C 2.166 0.236 3.813
N 1.820 -0.804 3.108
C 2.107 -2.059 3.809
C 1.505 -3.318 3.199
C 1.690 -3.322 1.677
N 0.675 -2.444 1.138
C -0.492 -3.007 0.907
C -1.721 -2.313 0.774
C -2.857 -3.025 0.352
C -1.843 -0.934 1.134
O -0.808 -0.268 1.623
C 2.037 1.986 2.046
O 1.666 1.100 1.148
H -6.106 -2.592 -0.538
H -5.617 -3.839 0.606
H -5.016 -3.887 -1.048
H -5.130 -0.556 0.268
H -4.191 1.547 0.667
H -1.629 1.484 2.104
H -2.114 3.791 2.493
H -3.514 3.675 1.414
H -1.413 4.903 0.515
H -2.139 3.713 -0.560
H -0.434 2.101 -0.200
H -0.028 2.794 1.396
H 0.621 4.350 -0.993
H 2.569 4.785 0.124
H 3.183 5.198 2.360
H 3.630 5.763 4.691
H 4.780 4.505 5.126
H 3.239 4.591 5.958
H 2.914 2.183 5.354
H 2.489 0.062 4.843
H 1.781 -1.981 4.853
H 3.200 -2.178 3.813
H 0.435 -3.385 3.429
H 2.009 -4.178 3.643
H 1.573 -4.339 1.284
H 2.694 -2.947 1.440
H -0.534 -4.096 0.832
H -2.743 -4.072 0.120
C 3.293 -2.288 -1.216
Si 2.206 -2.601 -2.766
C 2.815 -1.413 -4.121
C 2.273 -4.398 -3.380
C 0.357 -2.364 -2.280
Te -0.165 -0.513 -1.307
C -0.038 0.577 -3.191
Si -1.859 0.627 -3.813
C -2.693 -1.079 -3.688
C -2.721 1.764 -2.537
C -1.922 1.300 -5.583
H 4.287 -1.981 -1.526
H 3.418 -3.202 -0.643
H 2.890 -1.494 -0.558
H 3.803 -1.728 -4.445
H 2.902 -0.384 -3.785
H 2.181 -1.429 -5.002
H 3.284 -4.677 -3.655
H 1.657 -4.519 -4.266
H 1.922 -5.117 -2.646
H 0.046 -3.158 -1.602
H -0.264 -2.432 -3.171
H 0.623 0.055 -3.870
H 0.361 1.573 -3.029
H -2.565 -1.513 -2.695
H -2.290 -1.765 -4.424
H -3.757 -0.999 -3.880
H -2.555 1.388 -1.525
H -3.791 1.816 -2.704
H -2.339 2.777 -2.602
H -1.482 0.599 -6.284
H -1.397 2.243 -5.687
H -2.949 1.460 -5.889


ORCA calculation (ωB97M-V/def2-TZVPD) on a molecular structure, C32H51BF8IN3SeSi4TeW at a distorted geometry.

As for the frontier orbital gap (alpha / beta): 5.7 / 4.6 eV. The value obtained for the energy above the lowest of the compared OMol25 structures with the same formula, charge and spin is 266.3 kJ/mol. Its expectation value of S² is 2.03. The spin multiplicity is 3.

Geometry (Å):
W 0.653 -1.175 1.315
C 1.374 -1.085 -3.295
C 0.721 -2.381 -2.843
N -0.403 -2.232 -1.897
C -1.567 -1.722 -2.642
C -2.797 -1.447 -1.782
C -0.703 -3.567 -1.365
C 0.123 -3.972 -0.134
N -0.196 -3.226 1.094
C -1.040 -3.853 1.967
C -1.113 -3.479 3.333
F -0.375 -2.435 3.760
C -1.907 -4.093 4.272
F -1.874 -3.648 5.535
C -2.722 -5.154 3.934
C -2.719 -5.526 2.608
F -3.524 -6.522 2.211
C -1.939 -4.901 1.655
F -2.121 -5.310 0.381
H 0.658 -0.402 -3.756
H 2.148 -1.316 -4.028
H 1.859 -0.577 -2.463
H 1.478 -2.996 -2.357
H 0.371 -2.941 -3.725
H -1.827 -2.430 -3.444
H -1.258 -0.782 -3.102
H -3.456 -2.313 -1.706
H -3.371 -0.629 -2.221
H -2.505 -1.153 -0.776
H -0.547 -4.323 -2.151
H -1.753 -3.599 -1.083
H 1.193 -3.863 -0.325
H -0.030 -5.037 0.027
H -3.336 -5.656 4.665
I 2.777 0.438 2.051
C -0.508 0.001 2.596
C -1.054 0.768 3.600
C -2.369 0.588 3.974
C -3.101 -0.418 3.332
C -2.534 -1.147 2.322
N -1.290 -0.905 1.863
H -0.432 1.500 4.103
H -2.808 1.186 4.759
H -4.112 -0.647 3.635
H -3.077 -1.943 1.826
F 4.248 -4.292 -0.028
B 4.281 -3.048 -0.461
F 3.934 -2.806 -1.717
F 4.811 -2.081 0.256
F 1.790 -1.655 -0.054
C -1.084 4.183 -4.705
Si -0.633 2.487 -3.977
C 0.914 1.894 -4.929
C -2.064 1.345 -4.517
Si -0.296 2.670 -1.633
Te 0.200 0.926 -0.008
Si -2.164 3.886 -0.709
C -2.487 5.586 -1.483
C -3.711 2.830 -1.025
C -2.021 4.119 1.164
Si 1.561 4.191 -1.331
C 1.437 5.757 -2.393
C 1.682 4.657 0.495
C 3.150 3.276 -1.787
H -1.077 4.139 -5.795
H -0.381 4.956 -4.391
H -2.082 4.493 -4.392
H 1.087 2.519 -5.807
H 0.811 0.865 -5.276
H 1.809 1.944 -4.307
H -2.384 1.592 -5.531
H -2.929 1.464 -3.859
H -1.783 0.291 -4.507
H -2.694 5.509 -2.551
H -1.640 6.262 -1.354
H -3.355 6.045 -1.006
H -3.852 2.634 -2.089
H -4.611 3.326 -0.656
H -3.627 1.870 -0.510
H -1.305 4.898 1.427
H -1.691 3.192 1.638
H -2.985 4.393 1.599
H 0.454 6.227 -2.339
H 1.648 5.543 -3.442
H 2.176 6.484 -2.048
H 0.787 5.166 0.854
H 2.538 5.309 0.681
H 1.822 3.753 1.092
H 3.170 2.965 -2.832
H 3.253 2.384 -1.164
H 4.026 3.904 -1.607
Se 2.365 -3.026 2.468
C 3.448 -2.712 4.022
C 2.875 -2.321 5.227
C 3.658 -2.247 6.370
C 5.010 -2.556 6.310
C 5.585 -2.910 5.098
C 4.810 -2.987 3.950
H 1.818 -2.093 5.281
H 3.207 -1.957 7.311
H 5.613 -2.523 7.208
H 6.644 -3.128 5.045
H 5.246 -3.267 3.000


Q: Look up the spin multiplicity of the third one.
A: 3